Record 1
ORCA calculation (ωB97M-V with the def2-TZVPD basis set) on an isolated ion of composition C3H10NS and charge +1 at a distorted geometry.

LUMO (eV): -3.66
SMILES string: C[C@H]([NH3+])CS
F_max (eV Å⁻¹): 5.51
Net charge: +1
Gap between HOMO and LUMO (eV): 9.5

Element x y z (Å)
C1 1.29131 -0.05238 -0.79819
C2 -0.05760 -0.29260 -0.18681
N1 -1.05643 0.80921 -0.99838
C3 -0.00931 0.09176 1.22424
S1 0.03831 -1.56913 2.02618
H1 1.83261 0.62532 -0.28388
H2 1.33806 0.22262 -1.89768
H3 1.98050 -1.02171 -0.78911
H4 -0.46772 -1.34158 -0.47154
H5 -1.19503 1.61452 -0.45389
H6 -0.48476 1.02340 -1.88090
H7 -1.97805 0.40240 -1.21926
H8 0.92460 0.58107 1.57790
H9 -0.99817 0.50445 1.50668
H10 -1.15833 -1.59734 2.64464

Record 2
ORCA calculation (ωB97M-V with the def2-TZVPD basis set) on C29H44BrN3P2Pt as an isolated structure at a distorted geometry.

Spin multiplicity: 3
LUMO (spin up / spin down) (eV): -6.87 / -8.95
F_max (eV Å⁻¹): 5.03
Net charge: +2
Gap between HOMO and LUMO (spin up / spin down) (eV): 6.4 / 4.3

Element x y z (Å)
C1 -0.05444 6.89550 -3.57281
C2 -0.22799 5.52901 -3.93124
C3 -0.54619 5.23597 -5.26658
C4 -0.76936 6.28797 -6.16140
N1 -0.66352 7.56545 -5.80028
C5 -0.30461 7.87121 -4.54971
C6 -0.16165 4.38905 -3.04878
C7 0.34724 3.84975 -2.05460
C8 0.12794 3.01917 -0.99993
C9 0.99425 2.98549 0.08894
C10 0.87002 1.93778 0.97569
C11 -0.07972 1.00218 0.62698
C12 -1.05690 1.12021 -0.37459
C13 -0.96044 2.16844 -1.24154
Pt1 -0.48185 -0.87171 0.56606
P1 2.02656 -1.37889 1.01583
H1 -0.63975 4.20447 -5.58335
H2 0.23194 7.20477 -2.56772
H3 -1.05119 6.06555 -7.18556
H4 -0.22456 8.93210 -4.31607
H5 -1.60650 2.29275 -2.12742
H6 1.75055 3.79075 0.13634
H7 -1.84984 0.37400 -0.54557
H8 1.50566 1.83573 1.85120
C14 2.70590 -3.07817 1.49246
C15 3.85892 -3.68056 0.71186
H9 1.86592 -3.78160 1.47055
H10 2.99110 -2.98674 2.54960
H11 4.13822 -4.62949 1.19006
H12 3.58071 -3.91884 -0.31933
H13 4.75308 -3.04707 0.71292
C16 2.51303 -1.18095 -0.75547
C17 3.68933 -0.26810 -1.06134
H14 1.61437 -0.79022 -1.26129
H15 2.67281 -2.19573 -1.14307
H16 3.77491 -0.17417 -2.15116
H17 3.54363 0.74246 -0.66161
H18 4.64208 -0.66226 -0.69005
C18 3.14823 -0.31255 2.03657
C19 4.59717 -0.76963 2.22947
H19 2.65249 -0.23744 3.01644
H20 3.14069 0.69316 1.59779
H21 5.15069 0.00646 2.77213
H22 4.67891 -1.68484 2.82406
H23 5.12896 -0.92393 1.28439
Br1 -0.04757 -2.54127 2.85461
P2 -1.70235 -2.61412 -0.35546
C20 -0.10919 -3.49388 -0.48652
C21 0.04431 -4.81240 -1.22633
H24 0.20961 -3.60042 0.56814
H25 0.52900 -2.70073 -0.93488
H26 1.11613 -5.02385 -1.35295
H27 -0.39550 -5.63193 -0.64905
H28 -0.41389 -4.78604 -2.21867
C22 -2.82921 -2.41339 1.06439
C23 -4.05119 -3.28529 1.23893
H29 -3.02771 -1.32714 1.09029
H30 -2.15912 -2.62101 1.92862
H31 -4.29334 -3.31562 2.30740
H32 -4.90924 -2.88038 0.70515
H33 -3.85701 -4.30234 0.90345
C24 -2.08862 -1.65749 -1.88046
C25 -2.44465 -2.31780 -3.22051
H34 -1.18060 -1.03439 -2.00017
H35 -2.91284 -0.98904 -1.58397
H36 -2.74340 -1.52552 -3.92624
H37 -1.57669 -2.83551 -3.64455
H38 -3.28649 -3.01526 -3.13649
C26 -2.78120 0.73102 6.00854
N2 -2.40179 0.70820 4.59665
C27 -3.07205 1.42895 3.62529
C28 -2.49511 1.12195 2.42928
N3 -1.54394 0.16338 2.62004
C29 -1.46518 -0.04616 3.93649
H39 -3.57816 1.46734 6.13869
H40 -3.17480 -0.23969 6.33965
H41 -1.95767 1.02100 6.67250
H42 -3.87483 2.10093 3.88170
H43 -2.72192 1.59453 1.46804
H44 -0.82056 -0.75318 4.45956

Record 3
ORCA calculation (ωB97M-V with the def2-TZVPD basis set) on a 2-piece molecular cluster, C4H8NO3 overall at a distorted geometry.

LUMO (eV): 4.17
F_max (eV Å⁻¹): 2.85
Net charge: -1
Gap between HOMO and LUMO (eV): 8.1

Element x y z (Å)
N1 -2.33355 -2.46957 -1.33613
C1 -1.46313 -1.39194 -1.12533
O1 -1.44117 -0.49984 -1.99219
O2 -0.70326 -1.53015 -0.12675
H1 -2.43535 -3.21559 -0.62875
H2 -3.07063 -2.36240 -2.00431
C2 1.86081 1.15760 2.00276
C3 1.08369 1.70661 0.82430
C4 0.85300 0.94719 -0.29145
O3 0.03873 1.42582 -1.26936
H3 1.33623 0.22617 2.34525
H4 2.87774 0.82195 1.79826
H5 1.94589 1.87065 2.80195
H6 0.79532 2.74018 0.87587
H7 1.24414 -0.06986 -0.38062
H8 -0.58845 0.64318 -1.49350

Record 4
ORCA calculation (ωB97M-V with the def2-TZVPD basis set) on an isolated molecule of C19H19BrN4O3.

LUMO (eV): 0.48
SMILES string: Cc1nc(O)[nH]c1C(=O)N1C[C@@H]2C[C@H]1CN2C(=O)/C=C/c1cccc(Br)c1
F_max (eV Å⁻¹): 0.15
Net charge: 0
Gap between HOMO and LUMO (eV): 9.0

Element x y z (Å)
C1 -2.55210 -1.91991 -2.60782
C2 -3.03348 -0.52009 -2.46862
N1 -4.37829 -0.24577 -2.32572
C3 -4.44898 1.05190 -2.22796
O1 -5.56559 1.77806 -2.10302
N2 -3.25364 1.66032 -2.26361
C4 -2.30828 0.64096 -2.43659
C5 -0.86282 0.84887 -2.55219
O2 -0.13767 0.04287 -3.11787
N3 -0.35059 2.00909 -2.01799
C6 -0.87522 2.67161 -0.79902
C7 0.43516 3.10141 -0.13459
C8 1.25231 3.53819 -1.34967
C9 1.11336 2.17579 -2.02783
C10 1.70381 1.24994 -0.95892
N4 1.14850 1.88011 0.25641
C11 0.81173 1.24626 1.41254
O3 0.02536 1.74003 2.20703
C12 1.47731 -0.06718 1.65235
C13 1.10416 -0.81966 2.67854
C14 1.72101 -2.12797 3.00400
C15 1.35484 -3.27823 2.31234
C16 1.92405 -4.50097 2.63679
C17 2.85851 -4.59512 3.65648
C18 3.20845 -3.44571 4.34552
Br1 4.48357 -3.55386 5.74260
C19 2.64870 -2.21824 4.03879
H1 -1.46678 -1.96164 -2.58608
H2 -2.96836 -2.53614 -1.81032
H3 -2.89212 -2.33698 -3.55721
H4 -6.30527 1.15685 -2.10990
H5 -3.10237 2.65149 -2.31702
H6 -1.49405 3.54232 -1.03511
H7 -1.44344 1.98586 -0.17248
H8 0.32194 3.78729 0.69712
H9 0.78626 4.34567 -1.91151
H10 2.28221 3.78985 -1.10391
H11 1.52842 2.04558 -3.02086
H12 1.35987 0.22669 -1.09022
H13 2.79657 1.27188 -0.96623
H14 2.26354 -0.39409 0.98233
H15 0.32487 -0.43758 3.33241
H16 0.62390 -3.21057 1.51695
H17 1.63764 -5.39086 2.09184
H18 3.30736 -5.54358 3.91525
H19 2.93564 -1.33475 4.59297